w) ORCA calculation (wB97M-V/def2-TZVPD) on an isolated ion of composition C7H14NO and charge +1.

The calculation puts the HOMO energy at -11.94 eV. The value obtained for the LUMO energy is -3.6493 eV.

```
! wB97M-V def2-TZVPD RIJCOSX def2/J DEFGRID3
* xyz 1 1
C -1.536 -0.933 1.119
C 0.155 -1.805 -0.584
C -1.109 -1.028 -0.376
C -1.070 0.293 0.381
C 1.376 0.092 0.198
C 2.150 0.651 1.287
C 1.292 0.927 -1.078
N -1.992 1.304 -0.240
O 1.208 -1.232 0.165
H -2.623 -0.993 1.509
H -0.931 -1.499 1.718
H 0.150 -2.909 -0.338
H 0.550 -1.965 -1.675
H -1.995 -1.276 -0.955
H 3.058 0.185 1.305
H 1.487 0.517 2.277
H 2.321 1.744 1.000
H 2.163 0.814 -1.835
H 1.473 1.908 -0.863
H 0.462 0.794 -1.792
H -1.793 2.122 0.308
H -2.902 0.873 -0.258
H -1.894 1.418 -1.270
*
```

***

x) ORCA calculation (wB97M-V/def2-TZVPD) on a 2-piece molecular cluster, C7H14NO overall.

The calculation puts the HOMO energy at -12.77 eV. The value obtained for the LUMO energy is -3.8801 eV.

```
! wB97M-V def2-TZVPD RIJCOSX def2/J DEFGRID3
* xyz 1 1
C -1.378 2.220 -1.090
C 0.943 1.335 -0.287
C 1.340 0.145 0.510
C -0.326 1.714 -0.472
C 2.978 -1.766 0.548
C 2.628 -0.456 -0.150
C -2.909 -0.330 0.223
N -3.528 -1.058 -0.633
O -3.057 -0.537 1.482
H -1.430 2.325 -2.152
H -2.191 2.786 -0.591
H 1.712 2.136 -0.262
H 1.675 0.484 1.489
H 3.987 -1.828 0.535
H 2.623 -2.723 0.123
H 2.653 -1.778 1.580
H 3.379 0.285 0.046
H 2.608 -0.480 -1.232
H -2.192 0.551 -0.163
H -4.300 -1.638 -0.432
H 0.535 -0.685 0.527
H -3.288 -0.787 -1.622
H -2.462 0.087 2.020
*
```

***

Which of them is the most stable, and which is the least stable? x) and w), in that order.

***

w) ORCA calculation (wB97M-V/def2-TZVPD) on one molecule with the formula CH3F2PS.

The calculation puts the HOMO energy (alpha / beta) at -9.29 / -9.29 eV. The value obtained for the LUMO energy (alpha / beta) is -1.3717 / -1.3696 eV.

```
! wB97M-V def2-TZVPD RIJCOSX def2/J DEFGRID3
* xyz 0 1
F -2.562 -0.795 0.689
P -0.892 -0.409 0.110
C 0.949 -0.242 -0.463
F 1.497 -1.452 -0.539
S 2.030 0.682 0.591
H -1.061 0.888 0.233
H -1.577 -0.632 -1.027
H 1.615 1.961 0.407
*
```

***

x) ORCA calculation (wB97M-V/def2-TZVPD) on a 2-piece molecular cluster, CH3F2PS overall.

The calculation puts the HOMO energy (alpha / beta) at -8.51 / -8.45 eV. The value obtained for the LUMO energy (alpha / beta) is -1.4634 / -1.5542 eV.

```
! wB97M-V def2-TZVPD RIJCOSX def2/J DEFGRID3
* xyz 0 1
C -1.010 0.906 -0.263
F 1.684 -1.951 1.423
F 2.016 -0.280 -0.324
P 1.344 -1.733 -0.089
S -1.316 -0.591 0.637
H -1.045 0.756 -1.364
H 0.032 1.247 -0.045
H -1.706 1.646 0.024
*
```

***

Which of them is the most stable, and which is the least stable? x) and w), in that order.

***

w) ORCA calculation (wB97M-V/def2-TZVPD) on one molecule with the formula C4H2O3.

The calculation puts the HOMO energy at -9.52 eV. The value obtained for the LUMO energy is -0.5195 eV.

```
! wB97M-V def2-TZVPD RIJCOSX def2/J DEFGRID3
* xyz 0 1
O -2.617 0.074 0.001
C -1.412 -0.041 -0.005
C -0.397 -1.103 -0.018
C 0.657 -0.212 -0.041
O 2.009 -0.350 0.024
C -0.140 1.030 0.024
O 0.059 2.232 0.002
H -0.496 -2.178 0.108
H 2.337 0.548 -0.095
*
```

***

x) ORCA calculation (wB97M-V/def2-TZVPD) on one molecule with the formula C4H2O3.

The calculation puts the HOMO energy at -9.46 eV. The value obtained for the LUMO energy is 0.2231 eV.

```
! wB97M-V def2-TZVPD RIJCOSX def2/J DEFGRID3
* xyz 0 1
O 0.833 0.647 -2.457
C 0.338 -0.101 -1.718
C 0.027 -0.139 -0.146
C -0.761 -1.389 -0.437
O -1.400 -2.615 -0.434
O -1.049 -2.809 -1.847
C -0.515 -1.499 -1.753
H -0.545 0.708 0.007
H 0.895 -0.417 0.532
*
```

***

Which of them is the most stable, and which is the least stable? w) and x), in that order.

***

w) ORCA calculation (wB97M-V/def2-TZVPD) on C4H8ClN as an isolated structure.

The calculation puts the HOMO energy at -8.36 eV. The value obtained for the LUMO energy is 1.0237 eV.

```
! wB97M-V def2-TZVPD RIJCOSX def2/J DEFGRID3
* xyz 0 1
C 1.796 -0.138 -0.455
C -0.395 1.081 0.048
C -1.437 0.127 0.615
C -0.468 -0.939 0.234
H 1.641 -0.334 -1.530
H 2.406 0.774 -0.245
H 2.352 -1.020 -0.044
H -0.123 1.945 0.627
H -0.559 1.466 -0.956
H -1.717 0.128 1.690
H -0.421 -1.728 1.001
H -0.663 -1.326 -0.798
N 0.542 0.030 0.170
Cl -2.954 -0.067 -0.357
*
```

***

x) ORCA calculation (wB97M-V/def2-TZVPD) on one molecule with the formula C4H8ClN.

The calculation puts the HOMO energy at -8.85 eV. The value obtained for the LUMO energy is 0.9943 eV.

```
! wB97M-V def2-TZVPD RIJCOSX def2/J DEFGRID3
* xyz 0 1
C 0.303 1.835 0.175
C 0.068 0.397 0.469
Cl -1.014 0.176 1.845
C 1.051 -0.728 0.242
C -0.174 -0.646 -0.655
N -1.162 -1.647 -0.776
H -0.620 2.210 -0.214
H 1.092 2.048 -0.491
H 0.657 2.305 1.070
H 2.064 -0.441 -0.068
H 0.966 -1.638 0.805
H -0.092 -0.108 -1.622
H -2.092 -1.300 -0.601
H -1.047 -2.464 -0.180
*
```

***

y) ORCA calculation (wB97M-V/def2-TZVPD) on one molecule with the formula C4H8ClN.

The calculation puts the HOMO energy at -9.69 eV. The value obtained for the LUMO energy is 0.9480 eV.

```
! wB97M-V def2-TZVPD RIJCOSX def2/J DEFGRID3
* xyz 0 1
N 2.133 0.446 0.216
C 1.032 -0.011 -0.621
C -0.338 0.329 -0.184
Cl -0.548 2.076 -0.024
C -1.040 -0.452 0.922
C -1.508 -0.441 -0.552
H 2.022 -0.165 1.095
H 2.036 1.395 0.530
H 1.225 0.188 -1.673
H 1.103 -1.123 -0.545
H -1.692 0.226 1.552
H -0.682 -1.320 1.410
H -2.309 0.171 -0.915
H -1.434 -1.319 -1.211
*
```

***

Which of them is the most stable, and which is the least stable? x) and w), in that order.